Formula: C47H106IN3O16P2S3
Source: OMol25
Level of theory: ωB97M-V/def2-TZVPD

Frontier orbital gap = 0.2943 Eh
HOMO = -8.083 eV

Geometry as XYZ:
```
178
C47H106IN3O16P2S3 | OMol25 | ωB97M-V/def2-TZVPD
C -0.709 -0.758 1.582
C -1.546 -2.052 1.391
C -3.071 -1.818 1.464
C -3.898 -2.158 0.183
C -5.286 -2.725 0.556
C -5.932 -3.761 -0.401
C -5.872 -5.260 -0.029
C -4.529 -6.011 0.054
N -3.363 -5.292 0.629
C -2.121 -5.620 -0.108
C -1.969 -5.218 -1.605
C -3.184 -5.007 -2.527
C -2.906 -4.089 -3.728
C -2.639 -2.601 -3.406
C -3.918 -1.774 -3.601
C -3.818 -0.244 -3.337
C -2.494 0.253 -2.755
C -3.266 -5.639 1.989
S -2.003 -6.423 2.692
S -4.684 -5.430 3.093
C -4.249 -4.305 4.467
C -5.534 -3.588 4.909
C -5.407 -2.511 5.988
C -4.768 -1.158 5.595
N -3.305 -1.334 5.549
O -5.148 -0.791 4.286
C -6.540 -0.581 4.064
C -5.118 -0.074 6.692
N -5.551 1.239 6.173
P -4.604 2.331 5.387
O -3.455 1.587 4.534
O -3.865 3.168 6.548
S -5.678 3.498 4.262
P -3.913 0.262 8.102
O -2.483 0.587 7.410
I -3.457 -1.946 9.159
H 0.210 -0.853 0.994
H -0.409 -0.666 2.629
H -1.287 0.101 1.240
H -1.284 -2.491 0.427
H -1.247 -2.760 2.171
H -3.466 -2.480 2.245
H -3.259 -0.787 1.782
H -3.306 -2.860 -0.401
H -4.052 -1.211 -0.344
H -5.950 -1.850 0.509
H -5.311 -3.061 1.596
H -5.641 -3.558 -1.439
H -7.006 -3.531 -0.388
H -6.454 -5.383 0.890
H -6.452 -5.791 -0.797
H -4.700 -6.916 0.655
H -4.284 -6.402 -0.935
H -1.975 -6.706 -0.070
H -1.309 -5.154 0.445
H -1.326 -4.334 -1.685
H -1.374 -6.021 -2.056
H -3.492 -5.967 -2.959
H -4.033 -4.592 -1.980
H -2.049 -4.481 -4.287
H -3.800 -4.105 -4.358
H -1.912 -2.241 -4.143
H -2.182 -2.452 -2.424
H -4.178 -1.898 -4.660
H -4.752 -2.190 -3.026
H -4.597 0.010 -2.607
H -4.064 0.315 -4.245
H -2.536 1.320 -2.521
H -2.302 -0.268 -1.812
H -1.648 0.048 -3.416
H -3.378 -3.678 4.279
H -3.976 -4.978 5.288
H -6.162 -4.365 5.361
H -6.076 -3.269 4.013
H -4.890 -2.949 6.846
H -6.430 -2.307 6.329
H -2.955 -1.171 4.610
H -3.023 -2.238 5.901
H -6.675 0.387 3.568
H -6.945 -1.349 3.397
H -7.134 -0.582 4.982
H -5.981 -0.463 7.249
H -6.480 1.222 5.777
H -2.899 2.282 4.137
H -2.940 3.320 6.289
H -2.480 0.449 6.447
C 4.018 5.064 -1.058
O 2.791 5.187 -0.374
C 1.684 5.014 -1.240
C 0.429 4.717 -0.451
O 0.322 3.365 -0.026
C 1.143 2.962 1.062
C 0.667 3.476 2.402
O 1.075 4.818 2.606
C 0.316 5.460 3.603
H 4.109 5.817 -1.848
H 4.819 5.209 -0.334
H 4.121 4.065 -1.498
H 1.874 4.191 -1.940
H 1.537 5.941 -1.812
H -0.424 4.870 -1.117
H 0.323 5.407 0.389
H 2.190 3.216 0.885
H 1.065 1.873 1.082
H 1.100 2.857 3.201
H -0.428 3.403 2.446
H -0.743 5.509 3.318
H 0.695 6.475 3.705
H 0.409 4.946 4.567
C 8.428 6.293 -6.707
O 7.471 5.270 -6.538
C 7.306 4.913 -5.178
C 6.006 4.165 -4.990
O 4.860 5.002 -4.928
C 4.420 5.579 -6.151
C 3.741 4.603 -7.086
O 4.700 3.844 -7.804
C 4.150 2.665 -8.346
H 9.410 5.977 -6.339
H 8.502 6.507 -7.772
H 8.116 7.206 -6.187
H 7.308 5.809 -4.544
H 8.142 4.263 -4.880
H 6.045 3.668 -4.018
H 5.890 3.391 -5.752
H 5.233 6.103 -6.658
H 3.678 6.324 -5.856
H 3.130 5.163 -7.808
H 3.089 3.939 -6.506
H 3.778 2.006 -7.554
H 4.942 2.149 -8.886
H 3.334 2.891 -9.043
C 7.770 4.566 -10.214
O 8.666 5.160 -11.128
C 9.477 4.199 -11.780
C 10.100 4.781 -13.029
O 9.224 4.816 -14.147
C 8.214 5.814 -14.143
C 8.725 7.206 -14.441
O 9.295 7.793 -13.282
C 10.145 8.871 -13.595
H 8.311 4.025 -9.429
H 7.184 5.359 -9.752
H 7.082 3.885 -10.729
H 8.880 3.319 -12.050
H 10.277 3.890 -11.091
H 10.915 4.119 -13.330
H 10.528 5.766 -12.830
H 7.642 5.797 -13.214
H 7.540 5.533 -14.955
H 7.886 7.835 -14.772
H 9.471 7.153 -15.243
H 10.990 8.539 -14.210
H 10.531 9.270 -12.659
H 9.603 9.665 -14.123
C -0.520 -3.895 12.029
O -1.393 -4.909 12.473
C -2.515 -5.051 11.621
C -3.193 -6.384 11.839
O -2.553 -7.471 11.186
C -1.347 -7.951 11.763
C -1.550 -8.765 13.022
O -1.740 -7.919 14.143
C -2.345 -8.593 15.222
H -1.023 -2.921 12.003
H 0.311 -3.843 12.731
H -0.125 -4.125 11.033
H -2.206 -4.970 10.570
H -3.227 -4.243 11.849
H -4.185 -6.328 11.385
H -3.327 -6.584 12.905
H -0.637 -7.139 11.932
H -0.921 -8.615 11.008
H -0.658 -9.383 13.198
H -2.419 -9.421 12.891
H -3.342 -8.956 14.948
H -2.445 -7.882 16.041
H -1.732 -9.438 15.558
```


Formula: C47H107N3O13
Source: OMol25
Level of theory: ωB97M-V/def2-TZVPD

Frontier orbital gap (spin up / spin down) = 0.2492 / 0.1004 Eh
HOMO (spin up / spin down) = -9.405 / -9.405 eV
Total charge = +1
Multiplicity = 2

Geometry as XYZ:
```
170
C47H107N3O13 | OMol25 | ωB97M-V/def2-TZVPD
C -1.555 -5.086 -0.209
O -0.255 -5.689 -0.372
C -0.068 -6.924 0.384
C 1.105 -7.766 -0.076
O 1.251 -8.117 -1.527
C 1.635 -7.043 -2.376
H -1.785 -4.913 0.843
H -2.278 -5.805 -0.593
H -1.652 -4.087 -0.634
H -0.946 -7.570 0.377
H 0.029 -6.642 1.432
H 1.031 -8.701 0.479
H 1.992 -7.167 0.131
H 2.646 -6.714 -2.138
H 0.935 -6.207 -2.375
H 1.844 -7.515 -3.336
C -0.208 -2.635 1.465
O 0.623 -1.606 2.000
C 1.090 -0.602 1.111
C 1.499 0.640 1.976
O 2.338 1.449 1.201
C 3.175 2.313 1.957
H -1.119 -2.250 1.007
H -0.482 -3.460 2.122
H 0.283 -3.095 0.607
H 0.395 -0.354 0.309
H 1.951 -1.062 0.625
H 2.004 0.356 2.899
H 0.603 1.253 2.074
H 3.931 2.684 1.266
H 3.657 1.951 2.864
H 2.562 3.150 2.293
C -1.788 1.113 -5.260
O -1.962 1.118 -6.718
C -0.752 0.909 -7.465
C -0.422 -0.582 -7.556
O 0.242 -1.076 -6.431
C 0.806 -2.386 -6.632
H -1.411 2.021 -4.790
H -1.326 0.198 -4.889
H -2.790 1.061 -4.835
H 0.061 1.509 -7.055
H -0.873 1.266 -8.488
H 0.259 -0.721 -8.396
H -1.310 -1.158 -7.813
H 1.592 -2.289 -7.381
H 0.106 -3.105 -7.056
H 1.342 -2.746 -5.754
C -5.163 -7.483 -2.176
O -6.014 -6.524 -2.830
C -5.513 -5.174 -2.709
C -5.608 -4.597 -1.325
O -4.536 -3.680 -1.151
C -4.494 -3.202 0.204
H -4.107 -7.216 -2.222
H -5.225 -8.400 -2.762
H -5.513 -7.648 -1.157
H -6.186 -4.635 -3.377
H -4.533 -4.990 -3.150
H -5.535 -5.345 -0.536
H -6.567 -4.083 -1.257
H -5.365 -2.717 0.645
H -3.818 -2.351 0.279
H -4.267 -4.024 0.883
C -0.900 1.583 -0.863
O -0.907 0.457 -1.672
C -1.915 -0.499 -1.490
C -1.690 -1.833 -2.313
O -0.539 -2.650 -1.963
C 0.639 -2.254 -2.577
H 0.032 2.148 -0.823
H -1.138 1.318 0.167
H -1.594 2.324 -1.260
H -2.874 -0.031 -1.712
H -1.974 -0.740 -0.428
H -1.738 -1.599 -3.377
H -2.568 -2.456 -2.147
H 1.440 -2.963 -2.365
H 0.907 -1.325 -2.073
H 0.522 -2.163 -3.657
C 6.933 0.082 0.922
C 6.148 -1.307 1.255
C 5.064 -1.540 0.159
C 4.336 -2.942 0.244
C 5.495 -3.890 0.021
C 6.683 -3.782 1.063
N 7.133 -2.400 1.379
O 8.213 -2.178 2.273
C 6.302 -4.472 2.410
C 7.865 -4.564 0.385
C 5.406 -1.067 2.557
H 6.293 0.890 0.570
H 7.538 -0.063 0.026
H 7.738 0.390 1.589
H 4.208 -0.883 0.319
H 5.424 -1.421 -0.863
H 3.504 -3.061 -0.449
H 3.911 -3.053 1.242
H 5.848 -3.843 -1.009
H 5.201 -4.940 0.035
H 7.271 -4.611 2.891
H 5.637 -3.910 3.065
H 5.828 -5.425 2.175
H 8.599 -4.830 1.145
H 7.654 -5.469 -0.184
H 8.283 -3.945 -0.409
H 4.956 -1.998 2.900
H 4.701 -0.239 2.482
H 6.135 -0.817 3.328
H 7.865 -2.082 3.162
C 0.301 5.218 -0.136
C 0.817 6.669 0.170
C 1.638 6.943 -1.113
C 1.967 8.430 -1.249
C 0.699 9.284 -1.205
C -0.188 9.108 0.024
N -0.317 7.656 0.303
O -1.094 7.467 1.392
C 0.506 9.871 1.181
C -1.495 9.877 -0.190
C 1.774 6.628 1.397
H -0.336 4.711 0.589
H 1.158 4.546 -0.095
H -0.215 5.130 -1.092
H 2.593 6.423 -1.039
H 1.106 6.585 -1.994
H 2.464 8.648 -2.194
H 2.703 8.719 -0.498
H 0.111 8.998 -2.077
H 1.071 10.305 -1.293
H 0.393 9.443 2.178
H 1.571 9.942 0.964
H 0.299 10.940 1.222
H -2.140 9.883 0.689
H -1.468 10.818 -0.739
H -2.172 9.235 -0.755
H 2.224 7.601 1.594
H 2.582 5.906 1.282
H 1.248 6.197 2.249
H -1.928 7.519 0.919
C -5.985 3.350 3.076
C -5.266 2.016 3.212
C -4.659 1.710 1.799
C -3.567 0.599 1.729
C -2.444 0.971 2.780
C -3.033 1.125 4.237
N -4.183 2.109 4.229
O -4.587 2.393 5.514
C -3.350 -0.283 4.924
C -1.914 1.803 5.055
C -6.364 0.941 3.422
H -6.498 3.443 2.119
H -5.261 4.154 2.945
H -6.677 3.569 3.888
H -5.424 1.463 1.063
H -4.082 2.610 1.588
H -3.113 0.540 0.739
H -3.947 -0.400 1.942
H -1.995 1.931 2.526
H -1.751 0.140 2.647
H -3.713 -0.043 5.923
H -4.062 -0.890 4.364
H -2.486 -0.937 5.045
H -1.577 2.735 4.603
H -2.174 1.998 6.095
H -1.013 1.193 5.127
H -6.870 1.070 4.379
H -5.796 0.019 3.548
H -7.105 0.847 2.628
H -4.408 3.330 5.617
```


Formula: C47H31F2N5O9P2Ru
Source: OMol25
Level of theory: ωB97M-V/def2-TZVPD

Frontier orbital gap (spin up / spin down) = 0.2517 / 0.2186 Eh
HOMO (spin up / spin down) = -8.104 / -8.608 eV
Relative energy (zero: lowest compared OMol25 entry of this formula, charge and spin) = 0.0 kJ/mol
Multiplicity = 5

Geometry as XYZ:
```
97
C47H31F2N5O9P2Ru | OMol25 | ωB97M-V/def2-TZVPD
Ru -0.223 -0.346 -0.332
O -2.570 -1.842 -0.759
C -3.510 -1.868 0.235
C -4.448 -2.885 0.360
C -5.319 -2.865 1.434
C -5.258 -1.849 2.381
C -4.300 -0.860 2.258
C -3.411 -0.853 1.182
P -2.078 0.378 1.075
C -1.614 0.583 2.825
C -1.581 1.816 3.469
C -1.127 1.905 4.778
C -0.715 0.767 5.453
C -0.767 -0.471 4.822
C -1.210 -0.562 3.512
C -2.867 1.942 0.613
C -4.216 2.033 0.289
C -4.764 3.256 -0.075
C -3.972 4.393 -0.108
C -2.624 4.310 0.217
C -2.072 3.088 0.564
C -2.780 -2.317 -2.034
C -4.016 -2.309 -2.657
C -4.101 -2.767 -3.963
C -2.972 -3.210 -4.637
C -1.737 -3.179 -4.007
C -1.625 -2.728 -2.695
P -0.047 -2.510 -1.824
C 1.211 -2.636 -3.126
C 1.373 -1.551 -3.985
C 2.301 -1.610 -5.012
C 3.082 -2.745 -5.184
C 2.922 -3.828 -4.334
C 1.985 -3.779 -3.311
C 0.152 -3.996 -0.808
C 1.398 -4.274 -0.247
C 1.566 -5.379 0.571
C 0.486 -6.204 0.856
C -0.757 -5.929 0.308
C -0.923 -4.834 -0.528
H -4.483 -3.681 -0.372
H -6.044 -3.662 1.541
H -5.941 -1.841 3.220
H -4.226 -0.084 3.010
H -1.905 2.718 2.967
H -1.098 2.872 5.264
H -0.360 0.839 6.473
H -0.453 -1.366 5.343
H -1.236 -1.528 3.026
H -4.843 1.152 0.317
H -5.814 3.316 -0.332
H -4.402 5.346 -0.389
H -2.001 5.194 0.198
H -1.017 3.033 0.809
H -4.891 -1.947 -2.135
H -5.062 -2.764 -4.463
H -3.048 -3.565 -5.656
H -0.846 -3.490 -4.537
H 0.787 -0.657 -3.848
H 2.423 -0.760 -5.670
H 3.818 -2.781 -5.977
H 3.526 -4.717 -4.462
H 1.861 -4.637 -2.665
H 2.250 -3.639 -0.462
H 2.541 -5.590 0.991
H 0.616 -7.061 1.504
H -1.601 -6.571 0.526
H -1.894 -4.639 -0.967
O 3.833 -0.004 -0.953
C 2.807 -0.275 -0.364
O 1.641 0.155 -0.801
C 2.882 -1.101 0.902
C 4.161 -1.324 1.382
C 4.369 -2.079 2.524
C 3.317 -2.655 3.209
C 2.044 -2.458 2.727
C 1.753 -1.644 1.588
O 0.536 -1.415 1.254
N 0.964 -3.134 3.448
O 1.110 -3.302 4.651
O -0.006 -3.515 2.822
N 5.730 -2.281 3.021
O 5.873 -2.982 4.007
O 6.640 -1.749 2.416
H 4.996 -0.904 0.841
H 3.487 -3.251 4.092
O 1.101 1.537 1.882
N 2.141 2.098 1.962
C 2.395 3.325 2.299
C 3.746 3.769 2.339
N 4.825 4.157 2.389
C 1.281 4.181 2.586
N 0.351 4.804 2.841
F -2.118 0.585 -2.191
C -0.857 1.005 -1.760
F -0.095 1.104 -2.892
H -0.978 2.027 -1.400
```